This record from OMol25 describes a structure of composition C45H44N7O2PSSe2Ti at a distorted geometry. The level of theory is ωB97M-V/def2-TZVPD.

Its total charge is +1. The calculation puts the HOMO-LUMO gap (spin up / spin down) at 6.664 / 6.342 eV. Its multiplicity is 2.

Geometry (Å):
Se  0.2845  -2.7997  -1.7326
Se  -2.4269  -0.5056  -1.0691
Ti  0.1059  -0.6931  -0.1243
S  -1.1004  -1.0012  2.4540
P  -1.8775  -2.5036  -1.7435
O  -0.4115  -1.5727  3.5807
O  -1.2922  -1.8706  1.2834
N  0.3300  0.3937  -2.3594
N  1.4798  -1.9763  1.0895
N  -1.4187  2.7632  -0.2835
N  -2.2497  5.1849  -0.4489
N  1.2948  1.8535  1.9953
N  -0.3321  0.2364  1.7487
N  2.0280  0.1505  -0.3417
C  -3.7229  -2.1919  -3.7957
C  3.6138  1.6627  -1.2813
C  -4.6369  0.8649  2.7885
C  -3.5849  -3.2950  -5.9246
C  1.6697  2.0456  -3.4754
C  2.5379  -1.2709  1.5204
C  -3.2162  4.2793  -1.0666
C  3.2905  -1.6643  2.6127
C  -2.5127  -2.7675  -3.4183
C  -5.0393  0.5546  4.0869
C  -2.7368  2.8110  -0.9262
C  -2.6763  -3.7629  -0.7141
C  1.6924  3.0472  4.0300
C  -3.9547  -3.5277  -0.2182
C  4.1561  0.4566  0.7010
C  -4.2581  -2.4569  -5.0456
C  -4.2173  -0.2578  4.8604
C  -3.0210  -0.7513  4.3637
C  0.6825  2.3163  4.6475
C  1.9610  -3.6503  2.7039
C  -2.7188  -5.9704  0.2362
C  2.3805  1.0225  -1.2969
C  -0.4668  0.3755  -3.4299
C  -0.2548  1.1598  -4.5503
C  0.3425  1.1480  2.5981
C  2.9049  -0.1335  0.6359
C  -0.9638  5.0449  -1.1295
C  1.9508  2.7752  2.7020
C  -2.0874  4.8022  0.9536
C  -2.0600  -4.9871  -0.4865
C  0.8138  2.0367  -4.5630
C  4.5046  1.3874  -0.2612
C  -3.9934  -5.7353  0.7290
C  -2.6467  -0.4326  3.0655
C  -4.6104  -4.5126  0.4998
C  -1.5224  3.3620  1.0536
C  -2.3760  -3.8645  -5.5544
C  -3.4505  0.3786  2.2740
C  -1.8377  -3.6029  -4.3037
C  -0.4913  3.5680  -1.0814
C  -0.0073  1.3584  3.9339
C  1.2097  -3.1516  1.6519
C  -6.3390  1.0746  4.6279
C  2.9842  -2.8765  3.2180
C  1.4125  1.1853  -2.4133
H  -6.5610  2.0662  4.2362
H  -0.8883  -4.0412  -4.0217
H  -0.9360  1.0798  -5.3851
H  -4.0020  -3.5011  -6.9013
H  -3.3304  4.5596  -2.1154
H  -4.5055  -6.5022  1.2936
H  2.7168  3.3273  2.1675
H  -4.1822  4.4288  -0.5808
H  -2.1545  2.7199  1.6710
H  -1.4183  5.5193  1.4330
H  -6.3245  1.1289  5.7148
H  -3.1415  0.6240  1.2684
H  -0.8047  0.8102  4.4121
H  -1.3207  -0.2819  -3.3838
H  3.8871  2.3399  -2.0740
H  -4.2430  -1.5234  -3.1195
H  0.4265  2.4971  5.6829
H  -2.3820  -1.3750  4.9710
H  -2.2348  -6.9211  0.4140
H  -1.0638  -5.1716  -0.8690
H  -5.1993  -2.0109  -5.3351
H  -2.6572  2.3237  -1.9015
H  1.7075  -4.6109  3.1268
H  -0.4530  3.1374  -2.0851
H  0.5048  3.4768  -0.6368
H  2.5160  2.7130  -3.4612
H  0.3554  -3.6781  1.2476
H  4.1022  -1.0561  2.9814
H  -3.0610  4.8861  1.4403
H  -4.4296  -2.5660  -0.3707
H  -5.2626  1.5028  2.1760
H  -1.8469  -4.5117  -6.2407
H  3.5539  -3.2150  4.0727
H  -4.5133  -0.5045  5.8720
H  5.4742  1.8658  -0.2379
H  -3.4348  2.2213  -0.3247
H  4.8448  0.1841  1.4845
H  0.9907  2.6921  -5.4048
H  -1.0798  5.3885  -2.1593
H  -0.2472  5.7079  -0.6412
H  -7.1607  0.4158  4.3406
H  2.2525  3.8041  4.5583
H  -5.6031  -4.3252  0.8860
H  -0.5250  3.3646  1.4965